Here is 7 unconnected molecules or ions with the total composition C44H90F2N7O11S2 at a distorted geometry from the Open Molecules 2025 dataset. Energies are from the ωB97M-V functional and the def2-TZVPD basis.

The calculation puts the HOMO-LUMO gap at 3.628 eV. The HOMO energy comes out at -14.03 eV. As for the charge: +3. The maximum force comes out at 10.34 eV Å⁻¹. As for the total energy: -107099.002 eV.

The geometry in XYZ format:
```
156
Properties=species:S:1:pos:R:3:mulliken_charge:R:1
N 0.667 0.380 -0.117 0.62
O -0.269 0.440 -0.832 -0.28
O 0.685 -0.450 0.751 -0.73
O 1.541 1.189 -0.242 -0.45
C 2.279 -7.442 0.446 -1.59
C 2.367 -5.871 0.335 1.15
C 1.060 -5.358 1.080 -1.34
C 1.185 -3.917 1.572 0.39
C 2.483 -3.709 2.387 -1.37
C 3.736 -3.993 1.595 1.54
N 3.588 -5.433 1.013 0.76
O 4.713 -6.150 0.599 -0.24
C 4.890 -4.020 2.644 -1.67
C 3.878 -2.856 0.518 -1.17
C 2.303 -5.524 -1.224 -1.54
H 1.270 -7.765 0.189 0.43
H 2.517 -7.837 1.433 0.44
H 2.942 -7.876 -0.303 0.41
H 0.824 -5.991 1.935 0.50
H 0.246 -5.407 0.357 0.43
H 0.370 -3.499 2.163 0.16
H 1.250 -3.173 0.779 0.04
H 2.486 -4.267 3.324 0.54
H 2.505 -2.701 2.802 -0.14
H 4.902 -4.837 3.365 0.47
H 5.035 -3.080 3.178 0.30
H 5.796 -4.258 2.087 0.48
H 4.867 -3.031 0.096 0.53
H 4.000 -1.858 0.938 0.04
H 3.144 -2.644 -0.259 0.21
H 2.383 -4.450 -1.390 0.33
H 1.533 -6.109 -1.728 0.46
H 3.207 -5.989 -1.617 0.48
C 0.050 4.883 -0.554 -1.69
C -1.262 4.458 0.181 1.34
C -0.845 3.493 1.325 0.18
C -1.842 3.277 2.479 -0.34
C -2.248 4.655 3.005 -1.55
C -2.953 5.620 1.945 1.21
N -2.065 5.696 0.703 0.68
O -2.373 6.604 -0.325 -0.24
C -3.033 6.995 2.588 -1.74
C -4.449 5.161 1.658 -1.40
C -2.142 3.665 -0.847 -0.76
H 0.583 5.528 0.144 0.54
H -0.107 5.321 -1.539 0.43
H 0.741 4.049 -0.674 0.24
H 0.118 3.867 1.674 -0.24
H -0.574 2.488 0.999 -0.22
H -1.622 2.688 3.369 0.55
H -2.682 2.772 2.003 -0.18
H -1.441 5.195 3.500 0.38
H -2.880 4.448 3.869 0.59
H -3.340 7.753 1.868 0.46
H -2.083 7.389 2.949 0.41
H -3.800 6.962 3.362 0.43
H -4.620 4.300 1.013 0.20
H -4.938 5.914 1.041 0.45
H -4.991 4.941 2.578 0.43
H -2.468 4.269 -1.694 0.53
H -3.043 3.302 -0.353 0.09
H -1.486 2.857 -1.170 0.00
C -3.793 0.248 0.424 -1.81
C -3.993 -1.290 0.315 2.03
C -2.582 -1.923 -0.030 -0.61
C -2.593 -3.466 -0.060 -0.77
C -2.895 -3.909 1.358 -1.15
C -4.263 -3.460 1.926 1.45
N -4.407 -1.926 1.659 0.85
O -5.156 -1.168 2.510 -0.30
C -4.169 -3.648 3.445 -1.74
C -5.426 -4.245 1.364 -1.60
C -4.983 -1.670 -0.750 -1.71
H -3.108 0.489 1.237 0.59
H -4.760 0.720 0.601 0.58
H -3.283 0.685 -0.434 0.08
H -1.757 -1.614 0.612 0.62
H -2.244 -1.583 -1.010 -0.49
H -1.590 -3.854 -0.241 0.27
H -3.195 -3.937 -0.837 0.49
H -2.061 -3.589 1.982 0.20
H -2.793 -4.994 1.374 0.56
H -5.052 -3.256 3.949 0.46
H -3.264 -3.305 3.946 0.36
H -4.129 -4.734 3.528 0.46
H -6.406 -3.838 1.611 0.41
H -5.538 -5.230 1.817 0.44
H -5.328 -4.401 0.290 0.33
H -5.952 -1.234 -0.507 0.50
H -5.347 -2.696 -0.804 0.24
H -4.884 -1.416 -1.806 0.24
C -2.797 1.682 -7.051 -1.36
C -1.458 0.781 -7.023 0.98
C -0.325 1.790 -6.871 -1.13
C -0.284 2.311 -5.450 -1.14
C 0.045 1.236 -4.434 -0.93
C -1.090 0.197 -4.367 1.44
N -1.614 -0.104 -5.829 0.86
O -2.599 -1.146 -5.900 -0.29
C -2.252 0.723 -3.491 -1.28
C -0.436 -1.062 -3.920 -1.24
C -1.271 -0.145 -8.268 -1.64
H -3.672 1.034 -7.075 0.39
H -2.714 2.497 -7.770 0.40
H -2.884 2.144 -6.067 0.32
H -0.394 2.652 -7.535 0.51
H 0.684 1.432 -7.074 0.42
H -1.170 2.901 -5.215 0.37
H 0.423 3.134 -5.350 0.50
H 0.263 1.692 -3.468 0.43
H 0.971 0.752 -4.747 0.38
H -1.773 1.185 -2.628 0.17
H -2.905 -0.096 -3.189 0.36
H -2.850 1.485 -3.990 0.29
H -0.086 -1.632 -4.781 0.56
H -1.037 -1.690 -3.261 0.06
H 0.332 -0.741 -3.217 0.21
H -2.055 -0.898 -8.357 0.39
H -0.290 -0.619 -8.296 0.38
H -1.454 0.578 -9.062 0.44
C 3.669 2.462 7.135 -1.38
C 3.007 1.736 5.952 -0.11
C 3.914 2.033 4.703 -0.87
N 3.215 1.575 3.331 0.47
C 2.759 0.070 3.435 -0.83
C 4.255 1.714 2.196 0.45
C 3.950 2.965 1.388 -0.74
C 2.891 3.667 2.155 -0.48
C 2.061 2.608 2.910 0.10
H 4.602 2.012 7.476 0.37
H 2.878 2.600 7.872 0.37
H 3.988 3.452 6.809 0.38
H 2.017 2.139 5.739 0.31
H 2.993 0.698 6.285 0.27
H 4.779 1.378 4.812 0.44
H 4.152 3.096 4.711 0.46
H 2.236 -0.190 2.515 -0.07
H 2.044 0.056 4.258 0.46
H 3.588 -0.621 3.587 0.48
H 4.122 0.831 1.569 -0.63
H 5.267 1.669 2.599 0.48
H 3.592 2.760 0.379 0.19
H 4.818 3.625 1.395 0.46
H 2.380 4.425 1.562 0.30
H 3.362 4.277 2.925 0.35
H 1.529 1.999 2.179 -0.43
H 1.366 2.925 3.687 0.47
N 5.121 -0.433 -3.882 -0.52
S 4.150 -1.572 -3.808 1.03
O 2.828 -1.379 -4.404 -0.51
O 4.363 -2.552 -2.694 -0.58
F 4.904 -2.471 -4.919 -0.35
S 4.108 0.509 -2.883 1.07
O 4.003 0.090 -1.493 -0.40
O 3.006 1.215 -3.518 -0.44
F 5.137 1.739 -2.717 -0.35
```